Record 1
Below is a cluster of 5 separate species, C32H39ClF32NO5 in total, with properties calculated with ωB97M-V/def2-TZVPD.

The calculation puts the LUMO energy (spin up / spin down) at 0.4 / 0.4 eV. For the HOMO-LUMO gap (spin up / spin down), the calculation gives 0.3073 / 0.3587 hartree. For the HOMO energy (spin up / spin down), the calculation gives -7.94 / -9.34 eV. As for the multiplicity: 2.

Element x y z (Å)
C1 5.09197 -0.31277 -0.54252
C2 3.77498 -1.07431 -0.70785
C3 3.45447 -1.45186 -2.15773
Cl1 2.71085 -3.10377 -2.21263
C4 2.53641 -0.49923 -2.92854
C5 1.11437 -0.43094 -2.33587
C6 0.46855 0.96732 -2.39670
C7 -1.05529 0.89774 -2.42112
C8 0.89307 1.83376 -1.20929
N1 0.91380 1.54648 -3.70569
O1 0.31830 1.04459 -4.70524
C9 2.37030 1.87498 -3.89381
C10 2.64727 3.31658 -3.44237
C11 2.69847 1.74512 -5.37061
C12 3.21370 0.86290 -3.08184
H1 4.99990 0.74925 -0.76679
H2 5.44665 -0.39603 0.48374
H3 5.86737 -0.72457 -1.19048
H4 2.94860 -0.49649 -0.28678
H5 3.83366 -1.99052 -0.12203
H6 4.39079 -1.55955 -2.70454
H7 2.44078 -0.92064 -3.93205
H8 1.09627 -0.77710 -1.29921
H9 0.48382 -1.11719 -2.89663
H10 -1.47517 1.17748 -1.45568
H11 -1.43938 1.58894 -3.16182
H12 -1.42022 -0.09377 -2.68101
H13 1.95791 1.81655 -0.99897
H14 0.57883 2.86751 -1.34474
H15 0.38779 1.44832 -0.32358
H16 1.89081 3.68430 -2.75742
H17 2.65530 3.99072 -4.29935
H18 3.61904 3.39160 -2.95240
H19 2.08712 2.41981 -5.96546
H20 2.54322 0.73217 -5.73368
H21 3.74771 2.01429 -5.50606
H22 3.46604 1.27553 -2.10748
H23 4.16337 0.73308 -3.60918
C13 4.38032 -5.36081 0.83393
C14 5.41651 -6.32482 0.25992
C15 5.60615 -7.66494 0.98195
F1 5.99402 -7.46583 2.25891
F2 6.57119 -8.36876 0.35365
F3 6.60388 -5.71314 0.09503
F4 4.93825 -6.67058 -0.97562
O2 4.85349 -4.33157 1.68926
C16 4.95322 -4.48722 3.02918
C17 6.39927 -4.33124 3.53458
F5 7.22142 -5.17814 2.89065
F6 6.42861 -4.62063 4.85352
F7 4.40515 -5.63574 3.46010
F8 4.25108 -3.47553 3.61534
H24 3.99464 -4.82062 -0.02993
H25 3.55004 -5.90302 1.28135
H26 4.67605 -8.23784 0.96871
H27 6.73144 -3.30351 3.37973
C18 -4.90371 6.45728 -3.56426
C19 -5.72663 5.37708 -2.85634
C20 -5.46102 5.14077 -1.36445
F9 -4.17552 4.77344 -1.15678
F10 -6.25288 4.14058 -0.92959
F11 -5.67067 4.21554 -3.52783
F12 -7.01842 5.83390 -2.89440
O3 -3.76528 6.01686 -4.27832
C21 -2.53819 5.90797 -3.70670
C22 -1.97226 4.47919 -3.81530
F13 -2.84510 3.58552 -3.31521
F14 -0.83121 4.41749 -3.09078
F15 -2.52356 6.34462 -2.43644
F16 -1.68425 6.69624 -4.40756
H28 -5.57103 6.84720 -4.33131
H29 -4.66836 7.26563 -2.87202
H30 -5.67090 6.04264 -0.78454
H31 -1.75649 4.23869 -4.85705
C23 -3.92606 6.25903 4.23235
C24 -5.27208 6.97863 4.11270
C25 -6.46105 6.41113 4.90031
F17 -6.72206 5.14342 4.53068
F18 -7.55144 7.16255 4.64171
F19 -5.60739 7.15159 2.82107
F20 -5.06429 8.21622 4.66688
O4 -3.61062 5.34752 3.20128
C26 -3.93848 4.02812 3.25572
C27 -4.82678 3.61152 2.07083
F21 -5.92114 4.39491 1.99943
F22 -5.21853 2.33435 2.25568
F23 -4.48500 3.68235 4.43148
F24 -2.78928 3.31892 3.12429
H32 -3.18578 7.05140 4.13044
H33 -3.82027 5.81698 5.22318
H34 -6.25241 6.44150 5.97235
H35 -4.25878 3.69071 1.14259
C28 -1.18752 -7.27965 4.21636
C29 0.04833 -7.70417 3.41852
C30 1.01884 -6.60527 2.96751
F25 0.41446 -5.71444 2.16250
F26 2.02560 -7.18409 2.26441
F27 -0.29513 -8.47592 2.37402
F28 0.78948 -8.46325 4.28668
O5 -2.38714 -7.12649 3.48611
C31 -2.75285 -5.94889 2.91225
C32 -2.98837 -6.09293 1.39635
F29 -1.90701 -6.62593 0.79815
F30 -3.20925 -4.86819 0.87681
F31 -1.88954 -4.95768 3.18347
F32 -3.95096 -5.59167 3.43784
H36 -1.37977 -8.11968 4.88232
H37 -0.95977 -6.40537 4.82625
H38 1.44780 -6.08981 3.82964
H39 -3.85672 -6.72905 1.21894



Record 2
Below is a structure of composition C32H39MnN4OSb2 at a distorted geometry, with properties calculated with ωB97M-V/def2-TZVPD.

The energy above the lowest of the compared OMol25 structures with the same formula, charge and spin is 0.583 eV. The calculation puts the LUMO energy (spin up / spin down) at -6.9 / -7.0 eV. For the HOMO-LUMO gap (spin up / spin down), the calculation gives 0.2211 / 0.2194 hartree. The net charge is +2. For the HOMO energy (spin up / spin down), the calculation gives -12.92 / -12.96 eV. As for the multiplicity: 5.

Element x y z (Å)
Mn1 1.12111 -0.36396 0.32186
C1 0.61653 -4.55742 0.16155
C2 0.80876 -3.14144 0.54035
N1 0.91362 -2.20015 -0.30463
N2 0.94002 -2.43793 -1.66530
C3 1.30890 -1.32805 -2.23159
O1 1.54048 -0.20920 -1.51499
C4 1.51863 -1.26393 -3.67786
C5 1.17476 -2.35174 -4.48597
C6 1.37370 -2.27802 -5.85384
C7 1.91933 -1.12841 -6.41599
C8 2.27275 -0.04713 -5.61430
C9 2.06942 -0.11162 -4.24435
C10 0.95865 -2.68253 1.94574
C11 0.94528 -3.52727 3.01400
C12 1.16786 -3.01051 4.29143
C13 1.39593 -1.66033 4.44530
C14 1.38530 -0.86235 3.31953
N3 1.16443 -1.36285 2.10571
H1 0.59684 -4.65912 -0.91643
H2 -0.32712 -4.93082 0.57926
H3 1.42898 -5.16807 0.56990
H4 0.74579 -3.23908 -4.03726
H5 1.10403 -3.12051 -6.48805
H6 2.07694 -1.07707 -7.48913
H7 2.70283 0.84419 -6.06023
H8 2.34782 0.72065 -3.60831
H9 0.76559 -4.58542 2.85748
H10 1.16267 -3.66705 5.15457
H11 1.57493 -1.21664 5.42070
H12 1.53628 0.20636 3.39149
C15 -3.35639 -2.62199 1.29808
Sb1 -1.97434 -1.01931 1.54709
C16 -1.58948 -1.36616 3.62837
C17 -3.42418 0.53260 1.90563
C18 -4.18255 0.94318 0.65784
C19 -5.34888 0.25507 0.30702
C20 -6.07254 0.57214 -0.83325
C21 -5.63944 1.60325 -1.64555
C22 -4.48836 2.29218 -1.30454
C23 -3.74452 1.97252 -0.16774
C24 -2.46462 2.74261 0.09695
Sb2 -0.70317 1.70401 -0.60873
C25 -1.42291 1.39410 -2.57475
C26 0.50276 3.42586 -0.96817
H13 -3.85308 -2.55001 0.32694
H14 -4.09488 -2.56367 2.10328
H15 -2.82259 -3.57675 1.36077
H16 -2.54931 -1.45123 4.14496
H17 -1.02199 -0.53440 4.06479
H18 -1.02847 -2.29711 3.76432
H19 -2.87683 1.34938 2.38184
H20 -4.08859 0.09441 2.65219
H21 -5.70091 -0.54364 0.95845
H22 -6.97958 0.02667 -1.07543
H23 -6.20149 1.88154 -2.53015
H24 -4.15015 3.11006 -1.93887
H25 -2.31351 3.01508 1.14608
H26 -2.42443 3.65801 -0.50337
H27 -1.69467 2.37828 -2.94995
H28 -2.30390 0.75304 -2.55559
H29 -0.65310 0.95109 -3.20501
H30 -0.01544 4.04675 -1.69760
H31 1.47744 3.13214 -1.36645
H32 0.64462 3.99423 -0.04779
C27 5.42287 3.99984 1.92416
C28 4.36636 2.98830 1.57014
C29 3.06396 3.07814 2.06737
C30 2.12815 2.14030 1.71308
N4 2.41896 1.11137 0.89709
C31 3.67410 1.01480 0.40241
C32 4.65210 1.92054 0.71760
H33 5.05242 4.75252 2.61825
H34 5.77888 4.50531 1.02188
H35 6.28764 3.50447 2.37461
H36 2.77621 3.89156 2.72423
H37 1.11052 2.20782 2.06782
H38 3.87376 0.19779 -0.26996
H39 5.64255 1.80066 0.28907



Q: multiplicity of number 2 (C32H39MnN4OSb2)?
A: 5



Q: Number 2 is which compound?
A: C32H39MnN4OSb2



Q: Look up the multiplicity of the second one.
A: 5



Q: Which of these has the highest multiplicity?
A: C32H39MnN4OSb2